# C50H47AsClN4O8PPt

C50H47AsClN4O8PPt as an isolated structure in a non-equilibrium geometry (wB97M-V/def2-TZVPD, the OMol25 dataset).

Structure (XYZ):
```
113
Properties=species:S:1:pos:R:3
Pt 0.1662 -0.3646 0.2100
C -2.7602 0.8265 4.9577
O -1.4706 0.9309 4.3364
C -1.1681 0.1921 3.2807
O -0.0658 0.2773 2.7767
N -2.1030 -0.6870 2.8374
N -1.8526 -1.3231 1.6281
H -2.7502 1.5458 5.7670
H -2.9166 -0.1724 5.3666
H -3.5558 1.0915 4.2603
H -3.0417 -0.6754 3.1909
H -2.5555 -1.0848 0.9423
H -1.7710 -2.3229 1.7511
C 2.7440 -0.0931 2.5297
C 4.1758 0.3026 2.8838
As 4.4087 0.2897 4.8480
C 3.0514 1.6491 5.2124
C 1.9643 1.3111 6.0129
C 0.9596 2.2405 6.2708
C 1.0399 3.5155 5.7312
C 2.1260 3.8640 4.9331
C 3.1262 2.9356 4.6748
C 5.9699 1.4536 4.9121
C 6.9395 1.4391 3.9138
C 8.0493 2.2745 3.9963
C 8.2062 3.1160 5.0873
C 7.2539 3.1178 6.1000
C 6.1448 2.2879 6.0143
P 2.3335 0.1018 0.7655
C 2.5965 1.8281 0.3825
C 2.1499 2.7707 1.3086
C 2.2728 4.1210 1.0277
C 2.8192 4.5336 -0.1811
C 3.2349 3.5950 -1.1185
C 3.1201 2.2420 -0.8428
C 3.5520 -0.9262 -0.0678
C 3.2348 -2.2528 -0.3683
C 4.2104 -3.0988 -0.8723
C 5.5034 -2.6298 -1.0693
C 5.8173 -1.3092 -0.7761
C 4.8450 -0.4524 -0.2769
H 2.0199 0.4912 3.0872
H 2.5608 -1.1472 2.7615
H 4.4129 1.3061 2.5233
H 4.8924 -0.3947 2.4542
H 1.9076 0.3182 6.4440
H 0.1208 1.9681 6.9016
H 0.2645 4.2440 5.9393
H 2.1974 4.8647 4.5208
H 3.9756 3.2187 4.0625
H 6.8403 0.7724 3.0643
H 8.7931 2.2626 3.2084
H 9.0700 3.7660 5.1519
H 7.3788 3.7636 6.9608
H 5.4074 2.2962 6.8083
H 1.6930 2.4523 2.2393
H 1.9316 4.8522 1.7509
H 2.9105 5.5910 -0.3983
H 3.6433 3.9195 -2.0684
H 3.4211 1.5079 -1.5784
H 2.2255 -2.6150 -0.2183
H 3.9614 -4.1263 -1.1088
H 6.2686 -3.2948 -1.4499
H 6.8240 -0.9426 -0.9360
H 5.1011 0.5746 -0.0464
O 1.3413 -0.2275 -1.6547
N 0.7820 -0.2436 -2.8865
C 0.3534 0.8892 -3.4702
C -0.2315 0.8398 -4.7205
C -0.3670 -0.3770 -5.3640
C 0.1286 -1.5235 -4.7516
C 0.7160 -1.4281 -3.5160
H 0.4584 1.7835 -2.8793
H -0.5881 1.7633 -5.1626
H -0.8452 -0.4352 -6.3338
H 0.0535 -2.4938 -5.2239
H 1.1380 -2.2608 -2.9702
C -3.7970 3.0419 -4.2692
C -2.5058 3.8142 -4.1320
C -1.9143 4.4329 -5.2273
C -0.7270 5.1352 -5.0965
Cl -0.0169 5.9066 -6.4928
C -0.1070 5.2169 -3.8716
C -0.6886 4.5992 -2.7645
C -1.8827 3.9152 -2.8951
O -2.5678 3.3138 -1.8669
C -2.0600 3.3036 -0.5414
C -0.9628 2.2832 -0.3501
O 0.1105 2.4386 -0.9220
O -1.2040 1.3211 0.4774
H -4.0469 2.8963 -5.3188
H -4.6202 3.5764 -3.7872
H -3.7198 2.0713 -3.7716
H -2.3897 4.3635 -6.1996
H 0.8253 5.7587 -3.7689
H -0.1780 4.6411 -1.8147
H -2.9022 3.0597 0.0953
H -1.6371 4.2714 -0.2599
O 0.0165 -2.7048 -0.4103
C -0.8944 -2.3911 -1.1869
N -1.3252 -1.1219 -1.2102
C -2.3458 -0.9924 -2.1714
O -2.9333 0.0094 -2.4523
C -2.5458 -2.3858 -2.7821
C -3.3838 -2.8088 -3.7812
C -3.3183 -4.1576 -4.1520
C -2.4494 -5.0280 -3.5153
C -1.5964 -4.5731 -2.5036
C -1.6624 -3.2422 -2.1722
H -4.0603 -2.1148 -4.2657
H -3.9534 -4.5304 -4.9458
H -2.4429 -6.0726 -3.8001
H -0.9226 -5.2457 -1.9846
```

HOMO energy (spin up / spin down) in eV: -10.00 / -10.01
Net charge: +1
F_max in eV/A: 2.19
Energy relative to the best compared isomer or geometry (same formula, charge and spin) in kJ/mol: 225.6
2S+1: 2
Molecular weight in g/mol: 1168.37